Entry 1:
{
  "formula": "C50H58NPPbS2Si",
  "method": "ωB97M-V/def2-TZVPD",
  "species": ["Pb", "C", "C", "C", "C", "C", "C", "C", "C", "C", "H", "H", "H", "H", "H", "H", "H", "H", "H", "H", "H", "H", "C", "Si", "C", "N", "C", "C", "C", "C", "C", "C", "C", "C", "C", "C", "C", "C", "C", "C", "C", "C", "C", "H", "H", "H", "H", "H", "H", "H", "H", "H", "H", "H", "H", "H", "H", "H", "H", "H", "H", "H", "H", "H", "H", "H", "H", "C", "C", "C", "C", "C", "C", "C", "C", "C", "C", "H", "H", "H", "H", "H", "H", "H", "H", "H", "H", "H", "H", "S", "P", "S", "C", "C", "C", "C", "C", "C", "C", "C", "C", "C", "C", "C", "H", "H", "H", "H", "H", "H", "H", "H", "H", "H"],
  "coordinates": [[0.0696, -0.1401, -0.4461], [1.1090, -3.9894, 1.7243], [-0.1209, -3.5853, 0.9569], [-0.1227, -3.6321, -0.4323], [-1.2395, -3.2428, -1.1667], [-1.2144, -3.3027, -2.6713], [-2.3669, -2.7979, -0.4858], [-2.3930, -2.7359, 0.9036], [-3.6132, -2.2219, 1.6191], [-1.2664, -3.1417, 1.6099], [1.0980, -3.5785, 2.7345], [2.0061, -3.6419, 1.2096], [1.1716, -5.0769, 1.8071], [0.7719, -3.9541, -0.9563], [-1.4855, -4.3023, -3.0177], [-0.2150, -3.0824, -3.0496], [-1.9168, -2.5925, -3.1094], [-3.2371, -2.4764, -1.0507], [-4.4304, -2.9435, 1.5536], [-3.9575, -1.2876, 1.1729], [-3.4070, -2.0395, 2.6738], [-1.2825, -3.1077, 2.6944], [-0.4668, 2.9912, -1.3155], [-0.6971, 3.2531, 0.5441], [0.5578, 2.3386, 1.6690], [0.3903, 0.8732, 1.8486], [-0.8005, 0.5624, 2.6954], [-0.4963, -0.3538, 3.8745], [0.5877, 0.2738, 4.7491], [1.8329, 0.6091, 3.8980], [1.6093, 0.2625, 2.4290], [-2.4530, 2.7521, 1.0419], [-3.2442, 1.9520, 0.2177], [-4.5301, 1.5813, 0.5886], [-5.0500, 2.0059, 1.8017], [-4.2783, 2.8020, 2.6393], [-2.9998, 3.1751, 2.2566], [-0.4830, 5.0963, 0.8752], [0.7919, 5.6542, 0.9983], [0.9655, 7.0261, 1.0996], [-0.1367, 7.8690, 1.0748], [-1.4126, 7.3328, 0.9755], [-1.5806, 5.9591, 0.8776], [-0.0741, 3.9259, -1.7344], [-1.4711, 2.8923, -1.7392], [0.5845, 2.8426, 2.6460], [1.5403, 2.4878, 1.2175], [-1.5904, 0.1213, 2.0786], [-1.1899, 1.4971, 3.0978], [-0.1795, -1.3391, 3.5289], [-1.4169, -0.4885, 4.4457], [0.8487, -0.4012, 5.5655], [0.1860, 1.1830, 5.2038], [2.6992, 0.0395, 4.2380], [2.0928, 1.6645, 3.9920], [1.5315, -0.8212, 2.3108], [2.4616, 0.5842, 1.8366], [-2.8558, 1.6145, -0.7388], [-5.1256, 0.9620, -0.0717], [-6.0555, 1.7265, 2.0902], [-4.6741, 3.1272, 3.5936], [-2.4123, 3.8096, 2.9139], [1.6609, 5.0025, 1.0058], [1.9623, 7.4405, 1.1855], [-0.0022, 8.9418, 1.1307], [-2.2769, 7.9852, 0.9625], [-2.5798, 5.5447, 0.7972], [1.1143, 2.6310, -4.0402], [0.2720, 1.5757, -3.3128], [0.8211, 0.2014, -3.7454], [0.4083, 1.7973, -1.7729], [-1.1901, 1.6067, -3.7576], [-1.6541, 2.4631, -4.7514], [-2.9740, 2.4178, -5.1857], [-3.8678, 1.5185, -4.6312], [-3.4277, 0.6649, -3.6289], [-2.1101, 0.7108, -3.2061], [2.1430, 2.5665, -3.6906], [0.7532, 3.6447, -3.8541], [1.1257, 2.4528, -5.1184], [1.8677, 0.1027, -3.4630], [0.7464, 0.0974, -4.8306], [0.2636, -0.6223, -3.2908], [1.4451, 2.0963, -1.5933], [-0.9888, 3.1862, -5.2026], [-3.3018, 3.0917, -5.9678], [-4.8939, 1.4776, -4.9731], [-4.1129, -0.0435, -3.1774], [-1.7934, 0.0280, -2.4257], [4.0810, 1.9732, -0.3666], [4.0967, 0.1131, -0.9848], [2.4882, -1.1632, -0.7159], [5.4689, -0.7758, -0.1657], [6.7695, -0.4416, -0.5354], [7.8449, -1.0199, 0.1180], [7.6284, -1.9288, 1.1452], [6.3344, -2.2474, 1.5268], [5.2534, -1.6682, 0.8770], [4.5701, -0.0101, -2.7430], [4.5460, -1.2547, -3.3689], [4.9117, -1.3622, -4.6995], [5.3085, -0.2330, -5.4052], [5.3476, 1.0021, -4.7778], [4.9751, 1.1165, -3.4446], [6.9312, 0.2748, -1.3320], [8.8549, -0.7575, -0.1702], [8.4700, -2.3841, 1.6515], [6.1624, -2.9471, 2.3351], [4.2395, -1.9089, 1.1678], [4.2255, -2.1259, -2.8109], [4.8838, -2.3260, -5.1920], [5.5838, -0.3185, -6.4489], [5.6615, 1.8805, -5.3273], [4.9919, 2.0761, -2.9421]],
  "atomic_forces_ev_per_a": [[-0.19, 0.28, -0.21], [-0.06, -0.05, -0.04], [0.06, 0.04, -0.05], [-0.06, -0.01, -0.04], [-0.04, -0.13, -0.01], [0.01, -0.01, 0.07], [0.01, -0.03, -0.04], [0.01, 0.03, -0.02], [0.01, -0.05, -0.03], [-0.02, 0.01, 0.01], [0.02, 0.00, 0.01], [0.02, 0.01, 0.04], [0.02, 0.01, 0.02], [0.00, 0.01, 0.01], [-0.01, 0.01, -0.03], [-0.01, 0.00, -0.03], [0.01, 0.00, -0.02], [0.00, 0.02, 0.00], [-0.02, 0.03, 0.02], [-0.02, 0.02, 0.02], [0.00, 0.00, 0.01], [0.01, 0.01, -0.01], [0.18, -0.38, 0.23], [-0.16, 0.26, -0.07], [-0.01, -0.02, -0.18], [0.14, 0.23, 0.09], [-0.16, -0.23, -0.05], [0.17, 0.16, 0.03], [0.02, -0.07, -0.05], [-0.14, -0.04, -0.02], [0.13, 0.05, 0.07], [0.12, 0.11, -0.13], [0.12, -0.03, -0.08], [-0.05, -0.05, 0.02], [0.01, -0.02, -0.02], [0.00, 0.00, 0.06], [0.02, 0.01, 0.02], [-0.04, -0.18, 0.12], [-0.03, -0.13, 0.00], [0.08, 0.03, -0.02], [-0.03, 0.00, 0.02], [0.00, 0.03, -0.04], [0.00, -0.07, -0.01], [-0.01, 0.05, 0.11], [-0.03, 0.08, 0.09], [-0.07, 0.03, -0.02], [0.16, 0.05, -0.08], [0.01, 0.07, -0.04], [-0.04, 0.03, -0.02], [-0.07, -0.01, 0.00], [-0.02, -0.04, -0.04], [-0.01, 0.04, 0.02], [0.00, -0.01, 0.02], [0.04, 0.05, 0.01], [0.05, -0.01, 0.01], [0.01, 0.02, -0.07], [0.07, 0.02, -0.14], [-0.07, 0.01, 0.03], [0.00, 0.02, -0.01], [0.01, -0.02, 0.02], [-0.02, 0.04, -0.03], [-0.03, 0.00, 0.02], [0.04, 0.08, -0.02], [0.00, -0.01, 0.00], [0.01, -0.01, 0.03], [0.01, 0.00, 0.01], [-0.01, 0.07, -0.02], [-0.11, 0.01, 0.01], [0.00, -0.29, 0.00], [0.06, 0.18, 0.08], [-0.22, 0.26, 0.15], [0.02, -0.02, -0.09], [-0.02, 0.02, 0.03], [-0.06, 0.02, -0.01], [-0.03, 0.00, -0.01], [-0.01, -0.03, 0.06], [0.04, 0.05, -0.05], [0.10, -0.01, 0.07], [0.04, -0.01, -0.02], [-0.04, 0.07, -0.01], [0.08, -0.04, 0.05], [-0.02, -0.06, 0.01], [0.01, -0.03, -0.02], [0.05, -0.27, 0.07], [0.02, -0.03, 0.00], [0.01, 0.01, 0.01], [0.00, 0.02, 0.00], [0.00, 0.00, 0.00], [-0.02, -0.07, -0.03], [-0.34, 0.02, 0.07], [0.21, -0.26, 0.08], [0.27, 0.08, 0.02], [-0.12, 0.10, 0.06], [-0.03, -0.07, 0.02], [0.04, 0.04, -0.04], [0.00, -0.01, 0.03], [0.00, -0.02, 0.05], [0.05, 0.01, -0.08], [-0.17, -0.01, 0.12], [0.00, 0.07, -0.04], [-0.01, -0.07, 0.00], [0.01, 0.03, -0.04], [-0.01, 0.01, -0.04], [-0.02, 0.02, -0.02], [0.05, -0.01, 0.01], [0.00, -0.01, -0.01], [0.00, 0.01, 0.00], [0.01, 0.00, 0.00], [0.00, -0.04, 0.02], [0.00, -0.02, -0.04], [0.00, 0.00, 0.01], [0.02, 0.00, 0.01], [-0.01, 0.00, 0.01], [-0.02, -0.02, 0.00]],
  "mulliken_charge": [-1.152, -1.599, 0.510, -0.086, 0.695, -1.445, 0.010, 0.253, -1.569, -0.110, 0.317, 0.119, 0.479, 0.309, 0.434, 0.284, 0.231, 0.392, 0.503, 0.101, 0.287, 0.579, -0.765, -0.495, -1.114, 2.043, 0.339, -0.448, -0.883, -0.959, -0.283, 0.589, -0.202, -0.486, -0.669, -0.841, 0.034, 0.402, -0.272, -0.745, -0.496, -0.732, -0.417, 0.575, 0.548, 0.606, 0.354, -0.347, -0.140, -0.048, 0.528, 0.445, 0.308, 0.487, 0.283, 0.111, -0.063, -0.122, 0.483, 0.386, 0.430, 0.516, 0.427, 0.425, 0.374, 0.408, 0.323, -2.297, 3.271, -0.955, -0.516, -0.813, -0.741, -0.987, -0.711, -0.902, 1.144, 0.232, 0.464, 0.543, -0.238, 0.632, -0.045, 0.273, 0.450, 0.401, 0.426, 0.486, -0.014, -0.509, 1.272, -0.509, 0.535, -0.568, -0.652, -0.455, -0.727, -0.210, -0.046, -0.301, -0.668, -0.469, -0.681, -0.280, 0.388, 0.400, 0.367, 0.410, 0.083, 0.421, 0.419, 0.389, 0.423, 0.423],
  "homo_lumo_gap_ha": 0.28991,
  "multiplicity": 1,
  "lumo_ev": 0.59,
  "homo_ev": -7.3
}



Entry 2:
{
  "formula": "C5H8O",
  "method": "ωB97M-V/def2-TZVPD",
  "species": ["O", "C", "C", "C", "C", "C", "H", "H", "H", "H", "H", "H", "H", "H"],
  "coordinates": [[1.8243, -0.5850, -1.0105], [0.9225, 0.3172, -0.4064], [-0.4973, 0.1382, -1.0910], [-1.3953, -0.3357, 0.0154], [-0.8510, -0.2140, 1.2182], [0.5633, 0.3459, 1.1421], [1.4184, -1.4546, -1.0813], [1.3973, 1.2788, -0.6466], [-0.4687, -0.6025, -1.9060], [-0.8965, 1.0495, -1.5539], [-2.3783, -0.7423, -0.1902], [-1.3646, -0.5163, 2.1330], [0.5587, 1.4156, 1.4130], [1.1673, -0.0947, 1.9643]],
  "atomic_forces_ev_per_a": [[0.32, -0.49, 0.80], [-0.79, 0.64, -0.49], [0.17, -0.02, 0.23], [-0.05, 0.02, -0.07], [0.13, -0.07, -0.21], [-0.33, -0.07, 0.50], [-0.03, -0.04, 0.13], [-0.43, -0.15, 0.07], [0.29, 0.21, 0.16], [0.22, 0.03, 0.17], [-0.02, 0.07, 0.09], [0.34, 0.19, -0.15], [-0.14, -0.20, -0.11], [0.30, -0.14, -1.11]],
  "nbo_charge": [-0.705, 0.118, -0.473, -0.201, -0.195, -0.482, 0.462, 0.180, 0.210, 0.222, 0.208, 0.212, 0.214, 0.228],
  "de_lowest_kj_mol": 113.6,
  "homo_lumo_gap_ha": 0.37983,
  "multiplicity": 1,
  "lumo_ev": 1.04,
  "homo_ev": -9.3
}



Entry 3:
{
  "formula": "C4H11NOS",
  "method": "ωB97M-V/def2-TZVPD",
  "species": ["C", "C", "S", "C", "O", "N", "C", "H", "H", "H", "H", "H", "H", "H", "H", "H", "H", "H"],
  "coordinates": [[-0.6716, -0.6439, 2.3537], [-0.2466, 0.5557, 1.5479], [-0.4394, 0.3658, -0.1152], [-0.4456, 1.9818, -1.0820], [-1.7045, -0.2536, -0.4683], [0.6340, -0.2331, -1.4477], [1.3915, -1.3918, -1.1466], [-1.4412, -1.0705, 1.7248], [0.1624, -1.3384, 2.4441], [-1.2138, -0.3502, 3.2118], [0.4921, 1.1423, 1.8193], [-1.3923, 2.0494, -1.5525], [-0.3091, 2.8101, -0.3863], [0.5246, 1.9520, -1.5932], [-0.2736, -0.2672, -2.0397], [2.2895, -1.1076, -0.5551], [0.9017, -2.2187, -0.6588], [1.7420, -1.9824, -2.0561]],
  "atomic_forces_ev_per_a": [[0.28, 0.08, -2.07], [-3.08, -2.73, -3.13], [-0.02, 2.74, -0.47], [2.29, 0.06, 2.82], [-0.61, -1.03, 0.21], [-2.46, 0.92, 0.23], [1.44, -2.14, -1.02], [-0.21, -0.77, 0.00], [-0.31, -0.20, 0.79], [0.05, 0.22, 1.37], [3.66, 2.93, 1.22], [-0.56, -0.14, -0.81], [-0.48, 0.02, 0.25], [-1.02, 0.01, -0.70], [2.45, -1.08, 0.27], [-0.58, -0.18, -0.43], [-0.69, -0.10, 0.86], [-0.13, 1.39, 0.62]],
  "nbo_charge": [-0.643, -0.686, 1.796, -0.806, -0.979, -0.839, -0.441, 0.235, 0.203, 0.224, 0.200, 0.249, 0.232, 0.262, 0.394, 0.204, 0.183, 0.212],
  "de_lowest_kj_mol": 529.1,
  "homo_lumo_gap_ha": 0.32263,
  "multiplicity": 1,
  "lumo_ev": 0.76,
  "homo_ev": -8.0
}



Entry 4:
{
  "formula": "C4H10Se2",
  "method": "ωB97M-V/def2-TZVPD",
  "species": ["C", "Se", "H", "H", "Se", "H", "H", "C", "C", "C", "H", "H", "H", "H", "H", "H"],
  "coordinates": [[1.9470, -1.0536, 1.2103], [3.2014, -0.6567, 0.0656], [2.0702, -2.0437, 1.5833], [1.0736, -0.4392, 1.3419], [1.8024, 3.6292, 0.4375], [1.9473, 2.2100, -0.1221], [0.3880, 3.5179, 0.3093], [-1.4665, 0.5801, 0.0677], [-1.4838, -0.7292, 0.0486], [-1.2347, -1.3570, -1.3231], [-1.7736, 1.1046, 0.9362], [-1.2147, 1.2365, -0.7130], [-1.6981, -1.3344, 1.0130], [-2.0452, -1.9857, -1.4675], [-1.1729, -0.5724, -2.0166], [-0.3404, -2.1063, -1.3710]],
  "atomic_forces_ev_per_a": [[0.70, -0.05, -1.24], [0.00, 0.47, -0.06], [-0.57, -0.42, 0.90], [-0.16, 0.04, 0.38], [0.96, -1.23, -0.43], [0.02, 1.14, 0.48], [-0.98, 0.03, -0.04], [-0.56, 0.46, 1.70], [0.55, -1.36, -0.03], [2.38, -1.94, 2.67], [-0.06, 0.42, 0.99], [0.27, 0.29, -1.36], [0.25, 0.94, -1.96], [-1.82, -1.12, -0.94], [0.21, 0.68, -1.18], [-1.19, 1.63, 0.13]],
  "nbo_charge": [-0.536, 0.138, 0.197, 0.211, -0.208, 0.113, 0.082, -0.418, -0.170, -0.634, 0.189, 0.189, 0.211, 0.213, 0.213, 0.209],
  "de_lowest_kj_mol": 0.0,
  "homo_lumo_gap_ha": [0.28978, 0.28975],
  "multiplicity": 1,
  "lumo_ev": [-0.75, -0.75],
  "homo_ev": [-8.6, -8.6]
}